{
  "formula": "C9H12FN",
  "method": "ωB97M-V/def2-TZVPD",
  "e_above_lowest_kj_mol": 293.2,
  "e_lumo_ev": 0.96,
  "charge": 0,
  "multiplicity": 1,
  "energy_ha": -504.59826,
  "orbital_gap_ev": 9.242,
  "symbols": ["F", "N", "C", "C", "C", "C", "C", "C", "C", "C", "C", "H", "H", "H", "H", "H", "H", "H", "H", "H", "H", "H", "H"],
  "xyz": [[1.172, -2.134, 1.054], [2.237, -1.245, 1.350], [0.944, 0.640, -0.522], [-2.186, -1.451, -1.042], [-2.714, -1.388, 0.321], [-0.380, 0.033, -0.316], [-1.002, -0.827, -1.264], [-2.054, -0.653, 1.226], [1.390, 1.454, 0.665], [1.347, 0.819, -1.773], [-0.920, 0.054, 0.940], [2.203, 1.413, -2.065], [2.571, -1.165, 0.526], [1.635, 0.651, 1.313], [-0.399, 0.683, 1.606], [2.159, 2.044, 0.321], [-2.685, -2.117, -1.672], [0.622, 2.126, 1.037], [2.749, -1.765, 1.965], [0.851, 0.368, -2.604], [-3.630, -1.835, 0.620], [-2.340, -0.579, 2.234], [-0.533, -0.948, -2.260]],
  "forces_ev_per_a": [[-0.2762, -0.2031, 0.2436], [-5.2551, 0.1213, 5.2653], [-2.2478, 2.1706, -0.8875], [-0.6366, 0.1710, 4.0386], [0.3530, -0.0597, -2.8013], [-0.0890, -2.3481, -0.3862], [0.9325, 0.7957, -1.5107], [0.3282, 0.6312, 1.1935], [-0.9919, -0.9830, -1.1559], [1.1548, 0.0688, -0.1750], [0.5144, 0.5222, -1.3495], [0.1955, 0.1086, 0.3038], [3.7703, 0.7718, -7.0404], [0.6418, 0.4295, 1.5568], [-0.1751, 0.0654, 1.2859], [2.2862, 1.2521, -0.2262], [-0.4116, -0.6473, -1.4061], [-0.1279, -0.1647, -0.0261], [2.1012, -1.6007, 1.6519], [-0.2637, -0.3102, -0.2924], [-0.5796, -0.6360, -0.1291], [-0.9061, -0.1800, 1.1512], [-0.3174, 0.0244, 0.6957]]
}



{
  "formula": "C9H12FNO2S",
  "method": "ωB97M-V/def2-TZVPD",
  "e_above_lowest_kj_mol": 0.0,
  "e_lumo_ev": 0.60,
  "charge": 0,
  "multiplicity": 1,
  "energy_ha": -1053.32559,
  "orbital_gap_ev": 9.440,
  "symbols": ["S", "F", "O", "O", "N", "C", "C", "C", "C", "C", "C", "C", "C", "C", "H", "H", "H", "H", "H", "H", "H", "H", "H", "H", "H", "H"],
  "xyz": [[4.071, 0.407, 0.601], [0.670, -2.217, -1.679], [-0.860, -1.876, -0.149], [1.252, -1.031, 0.271], [-2.679, 1.763, -0.839], [0.366, -2.107, -0.333], [-3.085, -1.091, 1.534], [3.590, 1.643, -0.606], [2.672, -1.073, 0.101], [-1.230, 0.053, -1.589], [-2.545, -0.221, 0.489], [-3.070, 1.063, 0.236], [-1.914, 1.231, -1.749], [-1.557, -0.674, -0.420], [3.128, -1.946, 0.572], [3.814, 2.696, -0.177], [-2.538, -2.004, 1.436], [-3.022, -0.607, 2.594], [-4.247, -1.339, 1.388], [2.915, -1.108, -0.956], [-3.860, 1.416, 0.874], [-0.379, -0.171, -2.275], [-1.830, 1.990, -2.590], [4.204, 1.453, -1.495], [2.484, 1.609, -0.864], [0.715, -3.061, 0.014]],
  "forces_ev_per_a": [[-2.8850, -1.9205, 0.1974], [0.2528, 0.5689, -0.6144], [-4.4682, 0.8994, 1.5008], [-0.6872, -0.0272, -0.1365], [-2.4732, 0.4785, 1.7598], [5.8476, 0.8836, -0.5957], [-2.5378, 0.1690, 2.0266], [-0.5612, 1.5360, -0.1590], [1.0341, 0.1347, -0.6947], [0.7474, -0.7319, 0.4826], [0.2038, 0.7008, -1.6280], [1.4708, -1.4308, -1.3745], [0.5732, 2.2301, -1.2347], [1.0533, 0.8359, -0.8006], [-0.1231, 0.1390, 0.3009], [-0.3202, -1.7628, -0.7569], [0.0850, -0.7731, 0.7637], [0.1239, -1.0697, -1.8228], [2.5267, 0.6089, 0.1094], [-0.1015, -0.0287, -0.1880], [-0.0116, 0.5462, 0.1824], [-1.1068, -0.2840, 0.7181], [0.5930, -1.6557, 0.5655], [-0.3923, 0.4325, 0.0306], [1.4367, -0.0317, 0.4292], [-0.2802, -0.4475, 0.9387]]
}



{
  "formula": "C9H12I2Si",
  "method": "ωB97M-V/def2-TZVPD",
  "e_above_lowest_kj_mol": 0.0,
  "e_lumo_ev": -0.34,
  "charge": 0,
  "multiplicity": 1,
  "energy_ha": -1234.99299,
  "orbital_gap_ev": 8.474,
  "symbols": ["I", "I", "Si", "C", "C", "C", "C", "C", "C", "C", "C", "C", "H", "H", "H", "H", "H", "H", "H", "H", "H", "H", "H", "H"],
  "xyz": [[4.650, -1.857, 0.418], [4.840, 1.985, 0.177], [3.753, 0.076, -0.736], [0.328, -0.231, -1.177], [0.790, 0.310, 1.114], [-0.550, 0.281, 1.365], [-1.032, -0.409, -0.959], [1.807, 0.675, 2.236], [0.763, -0.409, -2.602], [-2.887, -0.416, 0.889], [1.155, 0.143, -0.185], [-1.469, -0.197, 0.368], [-2.789, -0.544, 1.934], [-0.874, 0.440, 2.341], [2.329, -0.292, 2.567], [-3.305, -1.201, 0.322], [1.254, 1.068, 3.010], [-0.114, -0.454, -3.304], [-3.436, 0.538, 0.668], [4.263, -0.155, -2.048], [2.446, 1.367, 1.895], [1.228, -1.345, -2.767], [1.445, 0.423, -2.962], [-1.724, -0.963, -1.704]],
  "forces_ev_per_a": [[-0.0555, -0.3041, 0.2110], [0.2980, 0.7349, 0.1111], [-3.1800, -0.3860, 1.4867], [-0.7222, -0.0638, -2.6897], [1.6512, 1.3310, 1.4128], [-0.8952, -1.5688, -2.5650], [-1.6508, -1.2738, 1.8203], [-1.8395, -4.9141, -1.1755], [-0.2897, 1.4356, -1.3813], [1.1681, 2.4049, -1.8275], [4.0842, -0.3539, -0.7976], [0.4263, 0.6869, 0.7689], [-0.5409, -0.5196, 0.9841], [-0.7387, 0.2928, 1.5734], [-0.5271, 1.5182, -0.4007], [-0.8946, -1.0284, -0.1045], [-1.0606, 0.7886, 2.0561], [0.6784, 0.3639, 0.7552], [0.0997, -0.9191, 0.3474], [-0.0754, 0.1061, -1.0395], [2.5663, 2.2914, -1.1407], [0.9482, -1.0166, 0.0057], [-0.7203, -0.9927, 0.4843], [1.2701, 1.3865, 1.1054]]
}